No. 1
The following is a quantum chemistry calculation of a structure of composition C31H32N6O6SSn, from the OMol25 dataset.

Summary:
orbital gap: 7.8 eV
energy: -70547.4969 eV
energy above the lowest of the compared OMol25 structures with the same formula, charge and spin: 25.8 kcal/mol
F_max: 0.2 eV/Å
HOMO: -13.924 eV

Structure (ORCA input):
```
! RIJCOSX wB97M-V def2-TZVPD def2/J DEFGRID3
* xyz 2 1
Sn 1.100 0.136 -1.737
C -2.273 -2.470 -3.397
C -1.481 -1.429 -2.905
N -0.195 -1.583 -2.620
C 0.384 -2.793 -2.842
C -0.344 -3.892 -3.307
C -1.712 -3.704 -3.582
C 0.313 -5.153 -3.508
C 1.635 -5.288 -3.284
C 2.419 -4.169 -2.849
C 3.812 -4.240 -2.661
C 4.504 -3.117 -2.287
C 3.796 -1.927 -2.086
N 2.489 -1.840 -2.235
C 1.800 -2.934 -2.621
H -3.314 -2.279 -3.614
H -1.918 -0.456 -2.733
H -2.300 -4.535 -3.950
H -0.279 -5.990 -3.855
H 2.131 -6.237 -3.447
H 4.326 -5.178 -2.828
H 5.576 -3.133 -2.153
H 4.318 -1.020 -1.799
O 1.214 1.918 5.021
C 0.878 1.686 3.751
O 1.466 0.848 3.119
C -0.222 2.506 3.131
C -0.840 3.667 3.761
C -1.926 4.287 3.260
C -2.508 3.802 2.033
C -1.663 2.899 1.178
C -0.653 2.113 1.928
N -3.690 4.084 1.658
C -4.456 4.560 0.779
C -3.955 5.484 -0.243
C -4.822 5.983 -1.201
C -4.292 6.810 -2.185
C -2.940 7.086 -2.152
C -2.154 6.531 -1.139
N -2.644 5.747 -0.196
H 0.653 2.570 5.458
H -0.440 4.056 4.691
H -2.414 5.097 3.782
H -1.092 3.647 0.586
H -0.219 1.254 1.432
H -5.506 4.280 0.796
H -5.873 5.728 -1.183
H -4.926 7.225 -2.955
H -2.483 7.724 -2.896
H -1.091 6.736 -1.097
O -2.463 2.141 0.310
S -1.842 1.851 -1.172
O -2.988 1.499 -1.943
O -0.960 0.680 -0.901
O -1.083 3.020 -1.515
C 3.302 -3.684 3.021
C 2.582 -2.351 3.138
N 1.640 -2.125 2.031
C 0.385 -2.879 2.087
C 0.279 -3.961 1.017
C 1.859 -1.244 1.065
C 3.181 -0.541 1.002
N 0.953 -0.945 0.157
H 3.983 -3.811 3.861
H 3.882 -3.740 2.099
H 2.601 -4.519 3.035
H 3.287 -1.528 3.180
H 2.002 -2.297 4.059
H -0.459 -2.182 2.043
H 0.339 -3.334 3.075
H 0.350 -3.551 0.008
H -0.677 -4.476 1.107
H 1.074 -4.696 1.137
H 3.260 0.158 1.835
H 3.264 0.034 0.081
H 4.012 -1.242 1.058
H 0.048 -1.373 0.307
*
```

---

No. 2
The following is a quantum chemistry calculation of an isolated molecule of C6H8S at a distorted geometry, from the OMol25 dataset.

Summary:
orbital gap: 8.9 eV
energy: -17182.2045 eV
energy above the lowest of the compared OMol25 structures with the same formula, charge and spin: 98.4 kcal/mol
F_max: 3.2 eV/Å
HOMO: -8.942 eV

Structure (ORCA input):
```
! RIJCOSX wB97M-V def2-TZVPD def2/J DEFGRID3
* xyz 0 1
C -0.118 1.159 -0.879
C -0.217 2.380 -0.456
C -0.550 0.090 -1.823
C -0.069 -1.252 -1.316
C 1.164 0.834 0.021
C 0.937 0.937 1.526
S 1.516 -0.909 -0.395
H -1.689 0.166 -1.855
H -0.139 0.461 -2.786
H -0.866 -1.900 -0.783
H 0.254 -2.034 -2.134
H 2.131 1.309 -0.289
H 0.212 0.245 1.983
H 0.640 2.019 1.798
H 1.930 0.687 2.132
*
```

---

No. 3
The following is a quantum chemistry calculation of a structure of composition C27H25GeN4ReS, from the OMol25 dataset.

Summary:
orbital gap (alpha / beta): 6.9 / 6.7 eV
energy: -103839.5904 eV
energy above the lowest of the compared OMol25 structures with the same formula, charge and spin: 12.9 kcal/mol
F_max: 0.6 eV/Å
HOMO (alpha / beta): -10.900 / -10.888 eV

Structure (ORCA input):
```
! RIJCOSX wB97M-V def2-TZVPD def2/J DEFGRID3
* xyz 1 2
Re 0.955 -0.776 -1.203
C 1.083 -4.652 -3.204
C 1.051 -3.517 -2.241
N 1.063 -2.276 -2.618
N 1.157 -1.995 -3.948
C 1.499 -0.753 -4.190
N 1.658 -0.388 -5.462
S 1.825 0.475 -2.956
C 1.096 -3.729 -0.787
C 1.184 -4.979 -0.203
C 1.278 -5.078 1.178
C 1.297 -3.923 1.939
C 1.224 -2.703 1.291
N 1.110 -2.604 -0.035
H 0.812 -4.306 -4.195
H 2.090 -5.075 -3.250
H 0.400 -5.439 -2.887
H 1.516 -1.062 -6.196
H 1.905 0.557 -5.694
H 1.186 -5.868 -0.816
H 1.345 -6.051 1.647
H 1.381 -3.950 3.016
H 1.257 -1.773 1.842
C -0.653 -0.009 -0.966
Ge -0.677 1.392 0.503
C -0.068 0.635 2.202
C -0.847 -0.372 2.775
C -0.532 -0.888 4.024
C 0.570 -0.402 4.717
C 1.339 0.615 4.167
C 1.014 1.138 2.921
C 0.450 2.826 -0.183
C 1.837 2.672 -0.166
C 2.665 3.629 -0.729
C 2.112 4.759 -1.320
C 0.734 4.918 -1.352
C -0.093 3.955 -0.788
C -2.564 1.840 0.669
C -2.914 3.111 1.121
C -4.248 3.439 1.324
C -5.240 2.500 1.079
C -4.899 1.231 0.632
C -3.566 0.904 0.427
H -1.508 0.091 -1.636
H -1.723 -0.745 2.255
H -1.155 -1.657 4.463
H 0.816 -0.798 5.693
H 2.183 1.014 4.714
H 1.607 1.950 2.519
H 2.285 1.787 0.279
H 3.739 3.496 -0.710
H 2.755 5.510 -1.759
H 0.299 5.791 -1.820
H -1.169 4.088 -0.834
H -2.150 3.852 1.329
H -4.510 4.428 1.675
H -6.279 2.757 1.235
H -5.670 0.496 0.441
H -3.313 -0.089 0.072
*
```

---

No. 4
The following is a quantum chemistry calculation of a structure of composition C6H12O, from the OMol25 dataset.

Summary:
orbital gap: 8.7 eV
energy: -8459.8369 eV
energy above the lowest of the compared OMol25 structures with the same formula, charge and spin: 104.2 kcal/mol
F_max: 0.9 eV/Å
HOMO: -7.955 eV

Structure (ORCA input):
```
! RIJCOSX wB97M-V def2-TZVPD def2/J DEFGRID3
* xyz 0 1
C 1.057 -0.610 -0.221
C 1.081 0.305 0.885
C 1.768 -0.253 -1.511
O 1.221 -1.952 0.180
H 1.002 -2.529 -0.562
H -0.233 -0.511 -0.554
H 1.231 -0.143 1.862
H 1.437 -0.892 -2.335
H 1.650 1.219 0.744
H -0.138 0.681 0.975
H 1.563 0.782 -1.786
H 2.849 -0.376 -1.402
C -1.629 -0.179 -0.454
C -2.281 1.376 1.513
C -1.609 0.669 0.631
H -1.791 1.850 2.356
H -2.024 -1.184 -0.326
H -1.795 0.241 -1.443
H -3.358 1.506 1.447
*
```

---

No. 5
The following is a quantum chemistry calculation of a cluster of 2 separate species, C2HCl3OS in total at a distorted geometry, from the OMol25 dataset.

Summary:
orbital gap: 8.6 eV
structure (SMILES): S=C(Cl)Cl.O=CCl
energy: -52538.2891 eV
energy above the lowest of the compared OMol25 structures with the same formula, charge and spin: 24.0 kcal/mol
F_max: 4.7 eV/Å
HOMO: -9.764 eV

Structure (ORCA input):
```
! RIJCOSX wB97M-V def2-TZVPD def2/J DEFGRID3
* xyz 0 1
S -0.720 -2.653 -0.597
C -1.474 -1.692 0.495
Cl -3.071 -1.196 0.483
Cl -0.567 -1.123 1.912
O 0.511 0.215 -0.127
C -0.138 0.030 -1.057
Cl -1.698 0.711 -1.353
H 0.040 -0.347 -2.117
*
```

---

No. 6
The following is a quantum chemistry calculation of a cluster of 2 separate species, C27H32NO2 in total at a distorted geometry, from the OMol25 dataset.

Summary:
orbital gap: 4.6 eV
energy: -34094.7728 eV
energy above the lowest of the compared OMol25 structures with the same formula, charge and spin: 30.4 kcal/mol
F_max: 3.8 eV/Å
HOMO: -9.878 eV

Structure (ORCA input):
```
! RIJCOSX wB97M-V def2-TZVPD def2/J DEFGRID3
* xyz 1 1
C 5.223 -3.125 -2.920
O 4.597 -1.825 -2.984
C 3.263 -1.769 -2.751
C 2.682 -0.472 -2.701
C 1.352 -0.340 -2.400
C 0.563 -1.487 -2.103
C -0.846 -1.316 -1.890
O -1.604 -2.404 -1.941
C -2.911 -2.318 -2.543
C 1.155 -2.775 -2.144
C 2.458 -2.919 -2.561
H 6.288 -2.898 -2.960
H 4.983 -3.652 -1.986
H 4.925 -3.727 -3.788
H 3.310 0.395 -2.906
H 0.865 0.638 -2.390
H -1.347 -0.375 -2.165
H -3.226 -3.356 -2.656
H -3.612 -1.762 -1.902
H -2.848 -1.825 -3.523
H 0.558 -3.652 -1.915
H 2.871 -3.920 -2.716
C -1.362 6.099 0.852
C -0.086 5.782 1.302
C 0.398 4.454 1.235
C 1.625 4.082 1.835
C 2.015 2.751 1.919
C 1.199 1.760 1.342
C 0.056 2.085 0.625
C -0.760 0.964 0.002
C -1.428 0.237 1.144
C -2.474 -0.824 0.877
C -2.127 -2.091 1.687
C -0.779 -2.657 1.206
C 0.281 -1.581 1.325
N -0.332 -0.366 1.891
C -0.849 -0.632 3.270
C -1.962 -1.656 3.171
C -0.424 3.437 0.620
C -1.724 3.786 0.189
C -2.183 5.095 0.299
H -1.731 7.120 0.929
H 0.569 6.542 1.731
H 2.246 4.868 2.273
H 2.929 2.450 2.434
H 1.466 0.713 1.500
H -1.487 1.320 -0.728
H -0.089 0.260 -0.511
H -1.857 0.979 1.843
H -3.437 -0.419 1.209
H -2.537 -1.022 -0.190
H -2.911 -2.845 1.573
H -0.467 -3.502 1.826
H -0.856 -2.999 0.172
H 1.068 -1.890 2.034
H 0.762 -1.379 0.359
H -0.013 -0.974 3.890
H -1.238 0.325 3.640
H -2.898 -1.211 3.525
H -1.731 -2.520 3.802
H -2.379 3.010 -0.213
H -3.191 5.330 -0.042
*
```

---

No. 7
The following is a quantum chemistry calculation of a structure of composition C14H32NO3P2PdSi at a distorted geometry, from the OMol25 dataset.

Summary:
orbital gap (alpha / beta): 7.2 / 6.8 eV
energy: -52600.7607 eV
F_max: 1.9 eV/Å
HOMO (alpha / beta): -9.768 / -11.713 eV

Structure (ORCA input):
```
! RIJCOSX wB97M-V def2-TZVPD def2/J DEFGRID3
* xyz 1 3
Pd -0.165 -0.292 -0.198
P 1.991 -1.059 -0.194
C 2.119 -1.538 -1.864
C 0.932 -1.755 -2.578
N -0.274 -1.346 -2.036
C -1.453 -1.536 -2.626
C -1.541 -2.244 -3.830
C -0.358 -2.690 -4.420
C 0.865 -2.425 -3.827
C -2.684 -0.994 -1.906
P -2.213 0.420 -0.842
H 1.814 -2.785 -4.217
H -2.530 -2.410 -4.246
H -0.416 -3.265 -5.337
H -3.433 -0.668 -2.638
H -3.104 -1.762 -1.231
H 4.160 2.669 -3.636
H 3.062 -1.839 -2.322
H -0.816 5.040 -0.593
O 3.238 2.810 -3.418
H 2.767 2.618 -4.248
H -0.022 0.715 1.376
O 0.029 5.424 -0.346
H 0.477 4.692 0.122
C -2.123 1.772 -2.036
H -3.012 1.746 -2.683
H -2.051 2.718 -1.484
H -1.207 1.677 -2.635
C -3.563 0.695 0.307
H -3.204 1.384 1.083
H -4.420 1.141 -0.212
H -3.873 -0.255 0.763
C 2.283 -2.464 0.911
H 3.333 -2.790 0.870
H 2.029 -2.117 1.921
H 1.625 -3.290 0.609
C 3.231 0.192 0.183
H 2.941 0.712 1.108
H 4.204 -0.303 0.316
H 3.268 0.906 -0.655
C -1.503 1.308 4.146
Si -0.113 0.149 3.736
C 1.461 0.890 4.373
C -0.454 -1.649 4.000
O 0.234 0.075 2.102
H -1.576 1.372 5.241
H -2.463 0.976 3.735
H -1.272 2.309 3.756
H 1.526 0.836 5.464
H 2.331 0.398 3.924
H 1.501 1.945 4.066
H -1.345 -1.985 3.455
H 0.365 -2.273 3.627
H -0.597 -1.859 5.063
*
```

---

No. 8
The following is a quantum chemistry calculation of an isolated molecule of C4H7NO at a distorted geometry, from the OMol25 dataset.

Summary:
orbital gap: 11.6 eV
structure (SMILES): CCOCC#N
energy: -7798.0571 eV
energy above the lowest of the compared OMol25 structures with the same formula, charge and spin: 36.6 kcal/mol
F_max: 1.1 eV/Å
HOMO: -10.760 eV

Structure (ORCA input):
```
! RIJCOSX wB97M-V def2-TZVPD def2/J DEFGRID3
* xyz 0 1
C -1.852 -0.252 -0.001
C -0.433 -0.748 -0.228
O 0.416 -0.353 0.850
C 1.212 0.756 0.557
C 2.304 0.411 -0.388
N 3.127 0.107 -1.141
H -1.871 0.833 0.154
H -2.483 -0.485 -0.864
H -2.282 -0.731 0.885
H -0.020 -0.390 -1.182
H -0.409 -1.841 -0.258
H 1.654 1.107 1.493
H 0.637 1.587 0.123
*
```

---

No. 9
The following is a quantum chemistry calculation of an isolated molecule of C9H16N4O5 at a distorted geometry, from the OMol25 dataset.

Summary:
orbital gap: 10.4 eV
structure (SMILES): NC(=O)CC[C@H](NC(=O)[C@@H](N)CC(N)=O)C(=O)O
energy: -25789.1610 eV
energy above the lowest of the compared OMol25 structures with the same formula, charge and spin: 94.0 kcal/mol
F_max: 5.4 eV/Å
HOMO: -9.953 eV

Structure (ORCA input):
```
! RIJCOSX wB97M-V def2-TZVPD def2/J DEFGRID3
* xyz 0 1
N 1.474 -1.727 -3.772
C 1.909 -2.566 -2.727
O 2.445 -3.634 -3.105
C 1.477 -2.160 -1.307
C 0.004 -1.698 -1.415
C -0.392 -1.127 -0.079
N 0.378 0.108 0.169
C -0.064 1.082 0.959
O 0.852 1.688 1.620
C -1.554 1.495 1.180
N -1.846 0.636 2.369
C -1.765 2.984 1.584
C -1.273 3.875 0.485
N 0.151 4.244 0.487
O -2.007 4.053 -0.466
C -0.209 -2.192 0.940
O -0.762 -3.325 1.004
O 0.815 -1.838 1.871
H 2.294 -2.011 -4.517
H 1.663 -0.687 -3.718
H 1.872 -3.148 -0.786
H 2.215 -1.384 -1.011
H -0.675 -2.473 -1.872
H -0.009 -1.069 -2.285
H -1.403 -0.860 0.000
H 1.332 -0.129 0.339
H -2.141 1.027 0.376
H -1.137 0.939 3.129
H -2.745 1.068 2.698
H -2.861 2.948 1.745
H -1.255 3.102 2.621
H 0.852 3.749 1.074
H 0.331 5.153 -0.025
H 1.030 -2.759 2.367
*
```

---

No. 10
The following is a quantum chemistry calculation of a structure of composition H4O2Tl at a distorted geometry, from the OMol25 dataset.

Summary:
orbital gap: 4.6 eV
energy: -8807.0305 eV
energy above the lowest of the compared OMol25 structures with the same formula, charge and spin: 57.4 kcal/mol
F_max: 2.6 eV/Å
HOMO: -28.627 eV

Structure (ORCA input):
```
! RIJCOSX wB97M-V def2-TZVPD def2/J DEFGRID3
* xyz 3 1
Tl -0.824 0.146 -2.269
O -0.203 1.355 0.390
H -0.743 2.089 0.684
H 0.692 1.612 0.610
O 0.232 -1.662 -0.167
H 0.532 -2.497 0.193
H 0.314 -1.044 0.558
*
```

---

No. 11
The following is a quantum chemistry calculation of a cluster of 2 separate species, CH6NO in total at a distorted geometry, from the OMol25 dataset.

Summary:
orbital gap (alpha / beta): 6.4 / 11.3 eV
energy: -4669.6362 eV
energy above the lowest of the compared OMol25 structures with the same formula, charge and spin: 10.8 kcal/mol
F_max: 2.0 eV/Å
HOMO (alpha / beta): -5.473 / -10.372 eV

Structure (ORCA input):
```
! RIJCOSX wB97M-V def2-TZVPD def2/J DEFGRID3
* xyz 0 2
C 0.235 0.438 -0.526
N 1.100 -0.143 -1.395
H 0.563 0.965 0.361
H -0.826 0.382 -0.752
H 0.903 -0.903 -2.022
H 2.085 0.020 -1.277
H -1.229 -0.618 2.516
H -1.867 0.003 1.390
O -0.965 -0.144 1.705
*
```

---

No. 12
The following is a quantum chemistry calculation of a cluster of 2 separate species, C5H11NO in total, from the OMol25 dataset.

Summary:
orbital gap: 11.1 eV
structure (SMILES): CN=C=O.CCC
energy: -8900.2198 eV
energy above the lowest of the compared OMol25 structures with the same formula, charge and spin: 34.1 kcal/mol
F_max: 0.8 eV/Å
HOMO: -10.302 eV

Structure (ORCA input):
```
! RIJCOSX wB97M-V def2-TZVPD def2/J DEFGRID3
* xyz 0 1
C -1.468 -0.877 2.654
N -0.864 -0.545 1.384
C -0.342 0.541 1.211
O 0.163 1.581 1.035
H -1.050 -1.819 3.007
H -2.545 -0.983 2.515
H -1.263 -0.086 3.376
C -0.150 1.050 -1.921
C 0.294 -0.264 -1.280
C 1.773 -0.271 -0.886
H 0.145 1.926 -1.329
H -1.238 1.091 -2.045
H 0.310 1.149 -2.908
H -0.351 -0.578 -0.466
H 0.102 -1.089 -1.965
H 2.391 -0.334 -1.787
H 2.074 0.638 -0.348
H 2.020 -1.128 -0.247
*
```